The following is a quantum chemistry calculation of C33H35F6MnN3O6S4 as an isolated structure, from the OMol25 dataset.

ORCA input file:
```
! wB97M-V def2-TZVPD RIJCOSX def2/J DEFGRID3
* xyz 0 6
Mn -0.6223 -0.0623 -0.7320
F 0.1607 -0.7092 -4.7757
C 0.1383 -2.0166 -4.6102
F -0.1485 -2.6136 -5.7688
F 1.3361 -2.4317 -4.1915
S -1.1273 -2.5280 -3.3241
O -0.5641 -1.9023 -2.0885
O -1.0174 -4.8915 -0.0682
N -2.3742 -1.7036 -3.9296
S -3.2054 -0.6659 -3.1243
O -4.6065 -0.9415 -3.1003
O -2.6093 -0.2935 -1.8488
C -3.1008 0.8615 -4.1611
F -3.4600 1.9129 -3.4091
F -3.9362 0.7615 -5.1894
F -1.8746 1.0605 -4.6204
C 5.4970 0.2832 -0.4340
C 4.2606 0.2321 0.4693
C 3.7321 -1.1712 0.7364
C 4.5701 -2.0194 1.4532
C 4.1340 -3.2422 1.9213
C 2.8105 -3.5914 1.7278
C 1.9370 -2.7898 1.0000
C 0.5182 -3.2847 0.9131
C 0.3552 -4.5439 0.0720
C 2.4143 -1.5944 0.4167
N 1.6216 -0.7703 -0.4308
C 2.2091 -0.3716 -1.5167
C 1.6849 0.6353 -2.3540
C 2.2849 1.2764 -3.4445
C 1.4006 2.2784 -3.8392
C 0.2997 2.1854 -2.9783
N 0.4648 1.2079 -2.0784
H 5.8908 1.3001 -0.4919
H 5.2649 -0.0467 -1.4489
H 6.2899 -0.3608 -0.0495
H 3.4847 0.8671 0.0529
H 4.5279 0.6582 1.4408
H 5.5832 -1.6955 1.6696
H 4.8047 -3.8958 2.4661
H 2.4301 -4.5145 2.1568
H -0.1299 -2.5209 0.4999
H 0.1669 -3.5091 1.9217
H 0.8460 -4.4004 -0.8955
H -1.4448 -4.1687 -0.5382
H 0.8204 -5.3924 0.5724
H 3.1716 -0.7990 -1.7973
H 3.2528 1.0377 -3.8662
H 1.5195 2.9807 -4.6514
H -0.5926 2.7992 -2.9803
O -1.9595 1.5513 0.0677
S -2.2498 3.0227 0.0350
C -2.6882 3.4176 1.7655
C -1.7402 2.7294 2.7492
C -2.3541 1.4787 3.3822
C -1.3058 0.5937 4.0529
S -0.5571 -0.6296 2.9100
O -0.3855 0.0667 1.5941
C -2.0294 -1.6478 2.7376
C -2.8500 -1.5022 1.6327
C -3.9764 -2.3060 1.5179
C -4.2613 -3.2455 2.4983
C -3.4237 -3.3906 3.5982
C -2.2980 -2.5898 3.7207
C -0.6865 3.9104 0.0028
C -0.7193 5.2470 -0.3738
C 0.4692 5.9537 -0.4707
C 1.6758 5.3174 -0.2048
C 1.6958 3.9805 0.1648
C 0.5092 3.2692 0.2767
H -3.7183 3.0721 1.8825
H -2.6773 4.5075 1.8235
H -1.4395 3.4312 3.5294
H -0.8345 2.4273 2.2278
H -2.8738 0.9044 2.6127
H -3.1046 1.7660 4.1216
H -1.7218 -0.0175 4.8564
H -0.4754 1.1779 4.4583
H -2.6203 -0.7701 0.8707
H -4.6267 -2.1945 0.6589
H -5.1357 -3.8773 2.4000
H -3.6411 -4.1365 4.3525
H -1.6228 -2.7048 4.5643
H -1.6668 5.7246 -0.6048
H 0.4549 6.9943 -0.7681
H 2.6046 5.8661 -0.3039
H 2.6368 3.4774 0.3531
H 0.5278 2.2292 0.5554
*
```

Energy above the lowest of the compared OMol25 structures with the same formula, charge and spin   2.4 kcal/mol
Total energy   -142510.495 eV
Frontier orbital gap (alpha / beta)   7.428 / 7.423 eV
Strongest force on any atom   0.010 hartree/bohr
HOMO (alpha / beta)   -0.2681 / -0.2680 Eh
<S²>   8.75

Mulliken population analysis, charges in e, atoms 1 to 6: atom 1 (Mn): 1.582, atom 2 (F): -0.152, atom 3 (C): 0.719, atom 4 (F): -0.245, atom 5 (F): -0.230, atom 6 (S): 0.128